# 1
{"formula": "C2H4NO2S", "method": "the ωB97M-V functional and the def2-TZVPD basis", "homo_energy_ev": -4.38, "gap_ev": 8.11, "multiplicity": 1, "relative_energy_kj_mol": 47.4, "lumo_energy_ev": 3.733, "charge": -1, "symbols": ["C", "C", "N", "O", "O", "S", "H", "H", "H", "H"], "xyz": [[-1.696, 0.588, 0.066], [2.252, -0.109, 0.197], [1.995, 0.754, -0.682], [-2.805, 1.091, 0.064], [-0.572, 0.883, 0.180], [-1.861, -1.502, -0.149], [-3.129, -1.354, 0.333], [1.534, -0.666, 0.652], [3.233, -0.400, 0.332], [1.049, 0.715, -0.993]]}

# 2
{"formula": "C2H4NO3", "method": "the ωB97M-V functional and the def2-TZVPD basis", "homo_energy_ev": [-13.24, -13.24], "gap_ev": [5.71, 5.71], "multiplicity": 1, "relative_energy_kj_mol": 400.9, "lumo_energy_ev": [-7.530, -7.530], "charge": 1, "symbols": ["C", "C", "N", "O", "O", "O", "H", "H", "H", "H"], "xyz": [[-0.139, -2.656, 1.077], [-0.168, 2.910, -0.915], [0.668, -2.044, 0.389], [1.452, -1.675, -0.331], [-0.806, 1.793, -0.775], [-0.184, 0.595, -0.561], [0.180, -3.084, 2.054], [-1.208, -2.794, 0.815], [0.922, 3.191, -0.877], [-0.717, 3.765, -0.876]]}

# 3
{"formula": "C2H4NO3S2", "method": "the ωB97M-V functional and the def2-TZVPD basis", "homo_energy_ev": -3.34, "gap_ev": 6.85, "multiplicity": 1, "relative_energy_kj_mol": 189.5, "lumo_energy_ev": 3.510, "charge": -1, "symbols": ["C", "C", "N", "O", "O", "O", "S", "S", "H", "H", "H", "H"], "xyz": [[1.277, -0.567, 0.721], [-0.959, -0.261, 0.180], [1.811, -0.508, -0.381], [-0.213, 0.116, -2.122], [1.166, -0.803, 1.865], [-1.163, 2.049, -0.874], [-1.865, -0.109, 1.726], [-1.507, 0.641, -1.241], [-0.836, -1.236, -0.126], [0.581, 0.052, -1.437], [2.841, -0.312, -0.479], [-1.133, 0.938, 2.168]]}

# 4
{"formula": "C2H4NO4S", "method": "the ωB97M-V functional and the def2-TZVPD basis", "homo_energy_ev": -4.28, "gap_ev": 8.17, "multiplicity": 1, "relative_energy_kj_mol": 314.9, "lumo_energy_ev": 3.894, "charge": -1, "symbols": ["C", "C", "N", "O", "O", "O", "O", "S", "H", "H", "H", "H"], "xyz": [[-0.473, -0.253, -0.087], [0.872, -0.103, 0.528], [1.955, -0.600, 0.007], [4.603, 1.177, -0.961], [3.080, -0.394, 0.682], [1.990, -1.277, -1.041], [5.674, 0.131, 0.963], [4.847, -0.059, -0.222], [-1.094, -0.957, 0.471], [-0.360, -0.620, -1.104], [-0.991, 0.708, -0.101], [1.001, 0.458, 1.439]]}

# 5
{"formula": "C2H4NOP", "method": "the ωB97M-V functional and the def2-TZVPD basis", "homo_energy_ev": [-9.89, -8.77], "gap_ev": [8.59, 7.94], "multiplicity": 1, "relative_energy_kj_mol": 326.8, "lumo_energy_ev": [-1.298, -0.826], "symbols": ["C", "C", "N", "O", "P", "H", "H", "H", "H"], "xyz": [[0.312, -1.316, -0.077], [-0.039, 0.135, -0.315], [-0.378, -2.255, 0.210], [-2.779, -0.489, -0.295], [-1.779, 0.461, 0.146], [1.298, -1.225, -0.342], [0.411, 0.890, 0.273], [-0.036, 0.406, -1.305], [-1.500, 0.677, 1.618]]}

# 6
{"formula": "C2H4NOP", "method": "the ωB97M-V functional and the def2-TZVPD basis", "homo_energy_ev": -9.51, "gap_ev": 9.73, "multiplicity": 1, "relative_energy_kj_mol": 23.7, "smiles": "C1COP=N1", "lumo_energy_ev": 0.211, "symbols": ["C", "C", "N", "O", "P", "H", "H", "H", "H"], "xyz": [[0.635, 0.242, -0.475], [-0.385, -0.760, 0.106], [0.299, 1.575, -0.062], [-1.201, -0.026, 0.960], [-0.921, 1.584, 0.925], [1.668, -0.012, -0.049], [0.557, 0.184, -1.582], [-0.929, -1.494, -0.649], [0.277, -1.292, 0.825]]}

# 7
{"formula": "C2H4NOP", "method": "the ωB97M-V functional and the def2-TZVPD basis", "homo_energy_ev": [-6.33, -6.82], "gap_ev": [6.45, 7.42], "multiplicity": 1, "relative_energy_kj_mol": 280.9, "lumo_energy_ev": [0.115, 0.605], "symbols": ["C", "C", "N", "O", "P", "H", "H", "H", "H"], "xyz": [[0.965, 0.242, 0.242], [2.189, 0.640, 0.008], [-0.217, -0.227, -0.023], [-2.692, -0.840, 0.138], [-1.827, 0.572, 0.145], [2.629, 0.934, -1.063], [2.947, 0.707, 0.766], [-0.369, -1.295, -0.091], [-3.624, -0.733, -0.122]]}

# 8
{"formula": "C2H4NOS", "method": "the ωB97M-V functional and the def2-TZVPD basis", "homo_energy_ev": -2.75, "gap_ev": 6.93, "multiplicity": 1, "relative_energy_kj_mol": 70.5, "lumo_energy_ev": 4.180, "charge": -1, "symbols": ["C", "C", "N", "O", "S", "H", "H", "H", "H"], "xyz": [[-0.798, 0.064, 0.632], [-0.732, 1.345, 0.926], [1.910, -1.367, -1.655], [2.017, -1.025, -0.422], [0.488, -1.786, -2.340], [0.123, -0.515, 0.756], [-1.773, -0.282, 0.298], [-1.467, 1.989, 0.601], [0.233, 1.577, 1.204]]}

# 9
{"formula": "C2H4NOS2", "method": "the ωB97M-V functional and the def2-TZVPD basis", "homo_energy_ev": -2.28, "gap_ev": 6.00, "multiplicity": 1, "relative_energy_kj_mol": 53.9, "lumo_energy_ev": 3.713, "charge": -1, "symbols": ["C", "C", "N", "O", "S", "S", "H", "H", "H", "H"], "xyz": [[0.918, -1.995, 1.108], [-0.796, -0.128, 0.707], [0.065, -1.161, 1.138], [1.707, -2.849, 1.246], [1.788, -0.901, -1.971], [0.032, -0.187, -2.557], [-1.826, -0.155, 0.920], [-0.414, 0.751, 1.029], [-0.547, -0.008, -0.453], [2.643, 0.308, -2.141]]}

# 10
{"formula": "C2H4NP", "method": "the ωB97M-V functional and the def2-TZVPD basis", "homo_energy_ev": -8.67, "gap_ev": 8.86, "multiplicity": 1, "relative_energy_kj_mol": 446.0, "lumo_energy_ev": 0.198, "symbols": ["C", "C", "N", "P", "H", "H", "H", "H"], "xyz": [[-0.349, 0.910, -0.048], [0.246, -0.029, 0.768], [1.051, 0.739, 0.200], [-1.558, 1.815, -0.804], [0.012, -0.741, 1.495], [0.132, -2.239, -0.074], [0.938, -2.900, -0.213], [-0.471, 2.445, -1.324]]}

# 11
{"formula": "C2H4NP", "method": "the ωB97M-V functional and the def2-TZVPD basis", "homo_energy_ev": -9.25, "gap_ev": 8.79, "multiplicity": 1, "relative_energy_kj_mol": 170.2, "smiles": "[H]/N=C/C=P\\[H]", "lumo_energy_ev": -0.457, "symbols": ["C", "C", "N", "P", "H", "H", "H", "H"], "xyz": [[0.693, -0.289, 0.004], [-0.753, -0.815, -0.155], [0.730, 0.977, -0.035], [-2.093, 0.216, 0.010], [1.770, -0.708, 0.079], [-0.896, -1.905, 0.081], [1.668, 1.310, -0.079], [-1.119, 1.216, 0.096]]}

# 12
{"formula": "C2H4NP", "method": "the ωB97M-V functional and the def2-TZVPD basis", "homo_energy_ev": [-7.68, -9.66], "gap_ev": [7.24, 9.38], "multiplicity": 1, "relative_energy_kj_mol": 356.7, "lumo_energy_ev": [-0.448, -0.283], "symbols": ["C", "C", "N", "P", "H", "H", "H", "H"], "xyz": [[-0.921, -0.545, -0.689], [-0.568, -0.152, 0.665], [-1.207, -1.575, -1.378], [-1.203, -0.095, -2.363], [-0.609, 0.928, 0.793], [0.447, -0.496, 0.869], [-1.237, -0.648, 1.373], [1.561, 0.346, -2.811]]}

# 13
{"formula": "C2H4NP", "method": "the ωB97M-V functional and the def2-TZVPD basis", "homo_energy_ev": [-9.15, -9.77], "gap_ev": [8.60, 8.52], "multiplicity": 1, "relative_energy_kj_mol": 461.7, "lumo_energy_ev": [-0.549, -1.252], "symbols": ["C", "C", "N", "P", "H", "H", "H", "H"], "xyz": [[-1.188, -0.776, -1.081], [0.396, 0.929, 0.234], [0.564, 2.526, 1.134], [-0.929, 0.890, -0.775], [-1.988, -0.928, -1.792], [-0.610, -1.643, -1.043], [1.129, 0.205, 0.603], [1.386, 2.434, 1.793]]}

# 14
{"formula": "C2H4NP", "method": "the ωB97M-V functional and the def2-TZVPD basis", "homo_energy_ev": -10.26, "gap_ev": 9.63, "multiplicity": 1, "relative_energy_kj_mol": 238.6, "lumo_energy_ev": -0.630, "symbols": ["C", "C", "N", "P", "H", "H", "H", "H"], "xyz": [[1.601, -1.712, -0.809], [0.986, 1.530, -0.643], [1.575, -0.759, -0.091], [1.410, 0.818, 0.756], [4.143, -0.911, -1.431], [3.965, -0.340, -1.011], [1.126, 2.595, -0.831], [0.712, 0.696, -1.328]]}

# 15
{"formula": "C2H4NPS", "method": "the ωB97M-V functional and the def2-TZVPD basis", "homo_energy_ev": [-7.27, -9.38], "gap_ev": [7.93, 7.81], "multiplicity": 3, "relative_energy_kj_mol": 73.7, "lumo_energy_ev": [0.655, -1.574], "symbols": ["C", "C", "N", "P", "S", "H", "H", "H", "H"], "xyz": [[-0.549, 0.661, 0.315], [-0.331, -0.739, -0.259], [0.557, 1.481, 0.059], [2.318, 0.517, -0.033], [1.459, -1.318, 0.109], [-1.353, 0.990, -0.239], [-0.786, 0.816, 1.327], [-0.922, -1.630, 0.129], [-0.394, -0.778, -1.409]]}

# 16
{"formula": "C2H4NS", "method": "the ωB97M-V functional and the def2-TZVPD basis", "homo_energy_ev": -14.67, "gap_ev": 10.20, "multiplicity": 1, "relative_energy_kj_mol": 204.2, "smiles": "[NH2+]1[C@@H]2S[C@H]12", "lumo_energy_ev": -4.471, "charge": 1, "symbols": ["C", "C", "N", "S", "H", "H", "H", "H"], "xyz": [[0.582, 0.479, -0.202], [-0.617, 0.324, 0.528], [-0.132, -0.832, -0.271], [0.895, 0.499, 1.610], [1.233, 1.088, -0.936], [-1.723, 0.972, 0.490], [-0.497, -0.831, -1.230], [0.258, -1.699, 0.010]]}

# 17
{"formula": "C2H4O2", "method": "the ωB97M-V functional and the def2-TZVPD basis", "homo_energy_ev": -9.85, "gap_ev": 10.93, "multiplicity": 1, "relative_energy_kj_mol": 506.9, "smiles": "CC1OO1", "lumo_energy_ev": 1.079, "symbols": ["C", "C", "O", "O", "H", "H", "H", "H"], "xyz": [[-0.646, -0.002, -0.416], [0.893, 0.029, 0.311], [-1.700, -0.661, 0.139], [-1.741, 0.673, 0.131], [-0.621, -0.007, -1.596], [1.548, 0.980, 0.256], [1.513, -0.815, -0.143], [0.755, -0.196, 1.317]]}

# 18
{"formula": "C2H4O2", "method": "the ωB97M-V functional and the def2-TZVPD basis", "homo_energy_ev": -10.44, "gap_ev": 11.51, "multiplicity": 1, "relative_energy_kj_mol": 128.8, "lumo_energy_ev": 1.065, "symbols": ["C", "O", "C", "O", "H", "H", "H", "H"], "xyz": [[0.270, -0.134, -1.041], [0.958, 0.686, -0.122], [-0.873, 0.095, 2.098], [-0.868, -0.849, 2.728], [-0.598, -0.633, -0.586], [0.971, -0.906, -1.372], [-0.073, 0.425, -1.923], [0.315, 1.278, 0.284]]}

# 19
{"formula": "C2H4O2", "method": "the ωB97M-V functional and the def2-TZVPD basis", "homo_energy_ev": -10.51, "gap_ev": 11.55, "multiplicity": 1, "relative_energy_kj_mol": 133.5, "lumo_energy_ev": 1.045, "symbols": ["O", "C", "C", "O", "H", "H", "H", "H"], "xyz": [[0.085, 0.929, -0.620], [-0.710, 0.601, 0.502], [0.807, -2.092, -0.594], [1.648, -1.714, -1.260], [1.000, 0.704, -0.421], [-0.264, 0.947, 1.444], [-1.671, 1.104, 0.372], [-0.895, -0.479, 0.577]]}

# 20
{"formula": "C2H4O2P2", "method": "the ωB97M-V functional and the def2-TZVPD basis", "homo_energy_ev": -9.54, "gap_ev": 9.54, "multiplicity": 1, "relative_energy_kj_mol": 155.3, "lumo_energy_ev": 0.002, "symbols": ["C", "C", "O", "O", "P", "P", "H", "H", "H", "H"], "xyz": [[1.698, -0.510, -1.013], [-1.340, 1.183, 0.913], [0.302, -1.556, 1.264], [-0.941, -0.717, -0.886], [0.469, -1.053, -0.074], [-2.089, 0.411, -0.412], [2.698, -0.431, -0.594], [1.605, -0.425, -2.056], [-1.931, 2.126, 1.445], [-0.470, 0.972, 1.413]]}